{"formula": "C67H151N8O", "method": "ωB97M-V/def2-TZVPD", "elements": ["C", "C", "C", "O", "H", "H", "H", "H", "H", "H", "H", "C", "C", "C", "N", "C", "C", "C", "C", "C", "H", "H", "H", "H", "H", "H", "H", "H", "H", "H", "H", "H", "H", "H", "H", "H", "H", "H", "C", "C", "C", "N", "C", "C", "C", "C", "C", "H", "H", "H", "H", "H", "H", "H", "H", "H", "H", "H", "H", "H", "H", "H", "H", "H", "H", "C", "C", "C", "N", "C", "C", "C", "C", "C", "H", "H", "H", "H", "H", "H", "H", "H", "H", "H", "H", "H", "H", "H", "H", "H", "H", "H", "C", "C", "C", "N", "C", "C", "C", "C", "C", "H", "H", "H", "H", "H", "H", "H", "H", "H", "H", "H", "H", "H", "H", "H", "H", "H", "H", "C", "C", "C", "N", "C", "C", "C", "C", "C", "H", "H", "H", "H", "H", "H", "H", "H", "H", "H", "H", "H", "H", "H", "H", "H", "H", "H", "C", "C", "C", "N", "C", "C", "C", "C", "C", "H", "H", "H", "H", "H", "H", "H", "H", "H", "H", "H", "H", "H", "H", "H", "H", "H", "H", "C", "C", "C", "N", "C", "C", "C", "C", "C", "H", "H", "H", "H", "H", "H", "H", "H", "H", "H", "H", "H", "H", "H", "H", "H", "H", "H", "C", "C", "C", "N", "C", "C", "C", "C", "C", "H", "H", "H", "H", "H", "H", "H", "H", "H", "H", "H", "H", "H", "H", "H", "H", "H", "H"], "positions_angstrom": [[-0.887768, -1.126044, 0.005282], [-0.771819, 0.310775, 0.537161], [0.745031, 0.619663, 0.469996], [-1.591428, 1.253750, -0.014477], [-1.893045, -1.489804, 0.217853], [-0.249327, -1.889774, 0.449361], [-0.731222, -1.196796, -1.071101], [-0.962651, 0.211958, 1.605761], [1.260205, 0.705573, -0.486725], [1.357099, -0.073951, 1.046514], [1.001532, 1.529755, 1.012239], [2.788629, -5.353213, 3.991774], [1.480371, -4.669033, 4.149333], [0.299866, -5.598167, 3.724234], [-1.121389, -5.010072, 3.795966], [-1.500372, -4.852947, 5.261132], [-2.049557, -6.054057, 3.105072], [-2.595512, -5.200777, 1.877729], [-2.573465, -3.797257, 2.338681], [-1.148403, -3.675704, 2.913664], [2.965399, -5.706602, 2.975912], [2.627203, -6.253610, 4.584513], [3.589738, -4.817427, 4.500952], [1.520218, -3.787095, 3.510048], [1.387956, -4.243999, 5.148788], [0.332488, -6.417179, 4.442745], [0.492133, -5.920848, 2.701003], [-0.840969, -4.058265, 5.610075], [-1.286671, -5.735988, 5.863361], [-2.566333, -4.626437, 5.283883], [-2.839753, -6.306005, 3.812332], [-1.520681, -6.963352, 2.819485], [-3.609591, -5.500970, 1.613890], [-1.975276, -5.390558, 1.001718], [-3.383684, -3.626587, 3.047559], [-2.615965, -3.051175, 1.545163], [-1.158284, -2.886677, 3.665616], [-0.410953, -3.601324, 2.114465], [-3.912498, 5.559505, 6.083929], [-3.283228, 5.154065, 4.727803], [-2.654404, 3.761355, 4.971402], [-2.134972, 3.049473, 3.706505], [-3.316116, 2.787325, 2.849050], [-1.337573, 1.807292, 4.248478], [0.120239, 2.298483, 4.337745], [0.287381, 3.578303, 3.661055], [-1.058586, 3.832207, 2.908627], [-4.426571, 6.517927, 6.011374], [-3.254025, 5.615125, 6.950780], [-4.538483, 4.742069, 6.441747], [-2.626001, 5.943944, 4.364129], [-4.129557, 5.051466, 4.048614], [-3.430723, 3.196231, 5.487216], [-1.800070, 3.766106, 5.648299], [-3.624807, 3.693502, 2.327839], [-4.097032, 2.366735, 3.482579], [-2.958879, 1.895883, 2.333462], [-1.371852, 1.007746, 3.508441], [-1.745904, 1.394751, 5.171061], [0.803520, 1.567594, 3.905274], [0.373069, 2.298654, 5.398015], [1.110005, 3.417140, 2.964338], [0.641732, 4.332751, 4.363438], [-0.994599, 3.439003, 1.894032], [-1.304566, 4.893948, 2.891669], [2.636537, -2.003800, -1.957542], [3.241940, -3.392230, -2.070384], [4.559704, -3.512660, -1.344990], [5.102887, -4.896172, -1.247423], [5.203062, -5.606562, -2.630026], [6.472102, -4.904858, -0.510891], [6.243879, -5.362630, 0.920900], [5.197914, -6.415973, 0.731006], [4.242354, -5.753694, -0.251091], [3.333309, -1.169898, -2.042512], [2.241009, -1.945397, -0.943512], [1.810678, -1.857819, -2.653779], [3.336091, -3.656568, -3.123640], [2.541686, -4.130416, -1.679443], [4.586189, -3.054188, -0.356455], [5.344233, -3.015974, -1.915876], [4.186742, -5.925036, -2.861932], [5.891025, -6.451391, -2.662674], [5.446656, -4.859791, -3.385735], [7.254880, -5.478318, -1.007382], [6.922556, -3.915045, -0.584875], [7.097212, -5.761072, 1.469699], [5.754698, -4.507100, 1.386578], [5.724910, -7.289387, 0.346921], [4.630205, -6.697360, 1.617922], [3.633977, -6.462181, -0.813257], [3.598667, -5.136523, 0.375705], [-5.502910, 0.053063, 1.768627], [-4.715879, -0.741349, 0.738568], [-5.571984, -1.101775, -0.526797], [-4.897979, -1.989193, -1.545336], [-3.669439, -1.209167, -2.095090], [-5.759808, -2.387531, -2.750051], [-5.407202, -3.879654, -3.101461], [-4.266880, -4.197330, -2.202060], [-4.451120, -3.310071, -0.956212], [-6.557061, -0.220014, 1.720705], [-5.464228, 1.132864, 1.624992], [-5.167391, -0.100292, 2.794312], [-4.541823, -1.708815, 1.209559], [-3.824125, -0.190955, 0.438658], [-5.988057, -0.221886, -1.017486], [-6.433043, -1.666907, -0.170017], [-2.946006, -0.933385, -1.327829], [-4.056582, -0.281712, -2.517057], [-3.202052, -1.950925, -2.742734], [-5.600808, -1.562444, -3.444347], [-6.771553, -2.330157, -2.348582], [-5.170776, -4.244867, -4.100875], [-6.221863, -4.520358, -2.763942], [-3.309818, -4.030717, -2.696388], [-4.301516, -5.263432, -1.977720], [-3.486571, -3.145434, -0.475969], [-5.255784, -3.613213, -0.286344], [-0.678779, 1.649124, -9.026342], [-0.081086, 0.751930, -7.944524], [0.760691, 1.440123, -6.892155], [1.443903, 0.463047, -5.823997], [2.671487, -0.181239, -6.609641], [1.874330, 1.220244, -4.519383], [0.645795, 1.064582, -3.601334], [-0.371821, 0.076239, -4.245055], [0.516871, -0.653828, -5.246020], [-1.097464, 2.543591, -8.565122], [-1.454795, 1.077927, -9.535885], [-0.001677, 2.017686, -9.796920], [0.351041, -0.092051, -8.482165], [-0.908391, 0.243268, -7.449628], [0.126547, 2.075651, -6.274037], [1.552009, 2.059298, -7.314690], [3.127446, -0.901404, -5.930258], [3.339213, 0.553831, -7.058989], [2.290955, -0.776774, -7.439482], [2.743565, 0.716089, -4.097051], [2.074997, 2.260293, -4.776543], [0.778738, 0.626659, -2.612071], [0.170487, 2.026692, -3.410238], [-0.860377, -0.598543, -3.542132], [-1.149920, 0.569142, -4.827890], [1.265219, -1.338436, -4.846801], [-0.100030, -1.140272, -6.001609], [4.530406, 0.754785, 7.659968], [5.233603, 0.648706, 6.267425], [4.189048, 0.676421, 5.181891], [4.530261, -0.065379, 3.870708], [5.730478, 0.625549, 3.172734], [3.390628, -0.133250, 2.929249], [3.572661, -1.410268, 2.027088], [4.610768, -2.303707, 2.812763], [4.797214, -1.607600, 4.132274], [5.170821, 0.937682, 8.522829], [4.024680, -0.139393, 8.024352], [3.670402, 1.416312, 7.555714], [5.915874, -0.197572, 6.187294], [5.860941, 1.523217, 6.094891], [3.910739, 1.699235, 4.927902], [3.310879, 0.209388, 5.627774], [5.290542, 1.525706, 2.743470], [6.141569, -0.142712, 2.517857], [6.559959, 0.774575, 3.864010], [3.479374, 0.844790, 2.456301], [2.448232, -0.085683, 3.474880], [3.861400, -1.125656, 1.015296], [2.610486, -1.915036, 1.940282], [5.595707, -2.312112, 2.345932], [4.236300, -3.323457, 2.902160], [5.744683, -1.569884, 4.669837], [4.024614, -1.770588, 4.883696], [-6.016221, 1.260583, -5.576092], [-5.000092, 2.138392, -4.850473], [-5.425949, 2.376027, -3.419010], [-4.437754, 3.202095, -2.538705], [-2.980482, 2.694837, -2.692390], [-4.836798, 3.102336, -1.056812], [-4.283272, 4.273203, -0.333954], [-4.162566, 5.386961, -1.390868], [-4.489158, 4.720694, -2.796853], [-5.462517, 0.368632, -5.869246], [-6.408606, 1.808556, -6.432746], [-6.904797, 0.994213, -5.003732], [-4.859546, 3.041050, -5.445093], [-4.058778, 1.589602, -4.821182], [-5.702343, 1.483187, -2.858162], [-6.361775, 2.934885, -3.422656], [-2.352577, 3.105491, -1.901692], [-2.643231, 2.881864, -3.711892], [-2.975727, 1.608434, -2.603968], [-4.645502, 2.158068, -0.547039], [-5.925282, 3.132467, -1.105818], [-3.384401, 3.945631, 0.188373], [-5.127265, 4.600968, 0.272968], [-3.100808, 5.619609, -1.309351], [-4.705478, 6.294498, -1.126835], [-3.747075, 4.931801, -3.566815], [-5.552676, 4.873246, -2.980592], [4.539088, 1.835033, -1.328565], [3.837394, 3.084511, -1.942176], [3.338804, 4.093832, -0.843723], [2.249729, 5.036645, -1.369526], [2.837976, 5.697092, -2.604764], [0.962870, 4.307895, -1.753140], [-0.166078, 4.827711, -0.820743], [0.637400, 5.482128, 0.344759], [1.881982, 6.058600, -0.276928], [4.679510, 1.151164, -2.165654], [3.777516, 1.383066, -0.693083], [5.461738, 1.886065, -0.750455], [3.083764, 2.856215, -2.695840], [4.696996, 3.415906, -2.524725], [4.153487, 4.709401, -0.462333], [2.925719, 3.608763, 0.040676], [2.151422, 6.437921, -3.014560], [2.853575, 4.907194, -3.355700], [3.789813, 6.134629, -2.303663], [0.753924, 4.476566, -2.809547], [1.088222, 3.255049, -1.500360], [-0.820346, 5.398696, -1.479547], [-0.812152, 4.033357, -0.446983], [0.090134, 6.301297, 0.811198], [0.985012, 4.732496, 1.055626], [1.909131, 7.098414, -0.602718], [2.600730, 6.035428, 0.542205]], "forces_ev_per_a": [[-0.926, -0.211, -0.165], [1.047, 0.007, -0.604], [0.736, 0.626, 0.920], [-0.023, -0.147, -0.443], [-0.302, -0.045, -0.107], [0.490, 0.269, 0.285], [0.064, 0.181, -0.292], [-0.054, -0.126, 0.842], [-0.485, -0.103, -0.531], [-0.239, -0.732, -0.037], [-0.337, 0.799, -0.021], [-0.335, -1.684, 1.146], [-1.439, 1.545, -0.839], [0.825, 0.916, 1.080], [2.012, -1.504, -0.888], [0.375, 0.876, -1.009], [-0.574, 1.936, -0.857], [-0.484, -2.228, 0.215], [1.280, 0.952, -0.183], [-2.988, -0.896, 2.489], [0.355, 0.432, -0.062], [0.742, -0.467, 0.043], [0.154, 0.005, -0.529], [-0.434, 0.319, -0.362], [-0.220, -0.417, 0.234], [-0.261, -0.385, -0.410], [-0.246, -0.118, 0.021], [-0.518, 0.141, 0.320], [-0.057, -0.245, -0.505], [0.211, 0.258, 0.301], [0.051, 0.049, -0.095], [0.129, 0.289, 0.099], [0.021, -0.319, 0.042], [0.184, 0.159, 0.007], [0.219, 0.236, 0.229], [-0.368, -0.098, -0.126], [0.810, 0.261, -0.301], [0.499, -0.378, 0.352], [0.226, -0.246, 0.288], [-0.113, -0.494, 1.228], [0.859, 1.507, -0.440], [0.599, 0.298, 1.466], [0.664, -1.977, 0.690], [0.017, 0.252, -1.508], [-0.430, -2.603, 2.075], [-0.059, 1.272, -1.100], [0.586, 0.230, 1.429], [-0.227, -0.310, 0.043], [0.761, 0.384, -0.414], [-0.799, 0.264, -0.385], [0.223, -0.243, -0.012], [0.094, 0.027, -0.228], [0.139, -0.677, -0.583], [0.002, 0.477, 0.077], [0.158, -0.494, -0.126], [-0.240, 0.558, 0.110], [-0.416, 0.528, -1.528], [-0.388, 0.174, -0.264], [-0.212, 0.560, -0.027], [-0.344, -0.353, -0.053], [0.208, 0.390, 0.024], [-0.145, 0.533, -0.405], [-0.564, 0.411, -0.229], [-0.417, -0.354, 0.076], [-0.310, -0.180, -0.028], [-0.155, -0.034, 0.824], [-0.222, -0.383, -0.492], [1.179, 0.313, -0.930], [0.550, -2.330, 1.252], [-1.033, 0.951, 0.465], [1.365, 0.838, -0.380], [-0.823, 0.672, -0.254], [-0.147, -0.567, -0.550], [0.146, -0.794, -0.314], [0.302, -0.095, -0.298], [-0.356, 0.293, 0.125], [-0.010, -0.073, 0.016], [0.382, -0.039, -0.050], [-0.228, 0.080, 0.228], [-0.329, -0.282, 0.148], [-0.086, 0.437, -0.105], [0.160, -0.220, 0.015], [-0.037, 0.249, 0.472], [0.422, -0.017, 0.202], [-0.696, -0.672, -0.407], [-0.439, 0.315, 0.148], [0.163, 0.553, -0.221], [0.387, 0.032, 0.757], [-0.457, -0.294, -0.174], [0.245, -0.042, 0.068], [0.021, 0.208, -0.053], [-0.129, 0.614, -0.553], [-0.673, 0.473, -0.120], [-0.621, -0.501, -0.906], [-0.475, -0.148, 0.888], [1.723, 1.011, -0.012], [-0.727, -1.085, 0.706], [-0.453, 0.075, 0.436], [-0.753, 0.393, 0.315], [0.606, -0.572, 1.007], [0.712, 0.113, -0.966], [-0.086, -0.019, 0.247], [0.024, 0.071, -0.309], [0.117, -0.297, -0.115], [0.757, 0.044, -0.074], [0.380, -0.307, 0.202], [0.251, 0.051, -0.277], [-0.139, -0.060, -0.060], [-0.404, -0.170, 0.214], [0.100, -0.403, -0.517], [0.047, 0.714, -0.545], [-0.214, -0.523, -0.466], [-0.142, -0.019, -0.412], [-0.262, 0.950, -0.300], [-0.370, 0.330, -0.188], [0.149, 0.171, 0.238], [0.207, 0.066, 0.334], [-0.323, -0.071, 0.440], [0.223, -0.294, 0.037], [-0.084, 0.598, 0.274], [-0.422, -1.068, -0.344], [0.109, -0.532, 1.132], [0.918, -0.172, -1.591], [-1.471, -0.311, 0.779], [-1.217, -0.986, -0.785], [-1.352, 0.016, 0.528], [1.164, 0.288, -0.847], [0.366, 0.758, -0.745], [-0.372, 0.013, -0.104], [-0.059, 0.223, 0.049], [0.343, -0.290, 0.195], [0.893, 0.104, 0.216], [-0.312, 0.261, 0.263], [-0.080, 0.157, -0.111], [0.171, -0.185, 0.133], [0.353, 0.413, 0.053], [-0.083, 0.213, 0.649], [-0.393, 0.174, 0.098], [0.093, 0.074, -0.312], [0.182, -0.198, -0.072], [0.950, 0.267, 0.026], [0.000, 0.041, -0.073], [0.246, 0.062, 0.094], [-0.089, 0.183, 0.101], [-0.442, -0.218, 0.342], [0.574, 0.030, -0.294], [-0.275, -0.670, -0.356], [0.587, 0.534, 0.716], [-0.576, -0.834, -0.390], [1.021, -0.796, 0.917], [-0.751, -1.584, 0.977], [0.259, 0.645, -0.792], [0.429, 0.931, 1.214], [-0.001, 0.985, -0.615], [-0.355, 2.392, 1.423], [0.176, 0.822, -0.458], [0.139, -0.723, -0.713], [0.405, 0.736, 0.373], [-0.209, -0.185, 0.195], [0.207, 0.048, 0.411], [0.086, 0.009, -0.235], [-0.312, -0.297, -0.600], [0.733, -0.099, -0.206], [-0.342, 0.537, -0.763], [-0.443, 0.474, 0.349], [-0.542, -0.252, -0.822], [-0.002, -0.552, 0.208], [0.302, -0.099, 0.081], [-0.240, -0.222, 0.012], [-0.153, -0.243, -0.391], [0.099, 0.061, 0.174], [0.148, -0.854, -0.463], [-0.082, -0.656, -0.110], [-0.058, 0.036, -0.275], [0.342, -0.361, 0.525], [-0.113, 1.424, 0.411], [1.363, -0.910, 0.495], [-1.251, -0.278, -0.248], [-1.435, -0.942, -0.960], [-1.551, 0.338, -0.333], [1.816, -0.880, -0.478], [-0.260, -0.516, 1.969], [-0.637, -0.128, -0.383], [0.148, -0.388, -0.189], [0.155, -0.114, 0.271], [0.131, 0.258, 0.468], [0.203, 0.136, -0.192], [0.606, -0.317, -0.081], [0.033, 0.330, 0.092], [-0.117, 0.013, -0.143], [0.039, 0.544, 0.188], [-0.105, 0.095, 0.454], [0.708, -0.288, -0.657], [-0.155, 0.317, 0.012], [0.027, 0.664, 0.079], [0.614, -0.186, 1.010], [0.018, 0.604, -0.671], [-0.223, -0.262, -0.459], [-0.675, 0.312, -0.162], [0.334, 0.529, -0.778], [-2.260, -0.675, -0.149], [1.932, 0.319, 1.109], [-0.048, -0.426, -0.944], [0.662, 0.770, -0.330], [-0.793, -0.185, 0.286], [-0.302, -0.475, 1.309], [0.708, -0.188, -0.306], [-1.147, 0.847, -1.311], [0.699, -0.562, 0.693], [0.316, -0.151, 0.115], [0.117, -0.525, 0.315], [-0.034, 0.813, -0.306], [-0.239, -0.429, 0.499], [-0.373, 1.313, -0.141], [0.013, 0.136, -0.318], [-0.216, -0.362, -0.194], [0.018, 0.229, 0.449], [0.776, 0.232, 0.048], [-0.013, -0.110, -0.492], [0.134, -0.134, 0.152], [0.275, -0.081, -0.452], [0.108, 1.006, 0.690], [0.329, -0.459, -0.011], [-0.077, -0.309, 0.393], [-0.557, -0.068, 0.094], [-0.549, -0.281, -0.644], [0.653, -0.091, -0.485]], "total_energy_ha": -3154.13045, "gap_ev": [2.51, 7.75], "multiplicity": 2, "relative_energy_kcal_mol": 21.09, "charge": 6, "fmax_ev_per_a": 3.991, "homo_ev": [-13.02, -18.28]}